No. 1
This record from the Open Molecules 2025 dataset describes an isolated molecule of C4H5NO. The level of theory is wB97M-V/def2-TZVPD.

Structure (ORCA input):
```
! wB97M-V def2-TZVPD RIJCOSX def2/J DEFGRID3
* xyz 0 1
C -1.5168 -0.0090 0.0687
C -0.0166 -0.0579 0.0718
C 0.8847 -1.0553 0.2756
O 2.1318 -0.6253 0.0249
N 2.0907 0.6968 -0.3418
C 0.8281 1.0260 -0.3004
H -1.9479 -0.8482 -0.4902
H -1.9628 0.0046 1.0703
H -1.8255 0.9165 -0.4330
H 0.8125 -2.0875 0.5925
H 0.5216 2.0392 -0.5384
*
```

Computed properties:
HOMO-LUMO gap   10.59 eV
DFT total energy   -7765.01355 eV
SMILES string   Cc1cnoc1
HOMO energy   -9.6713 eV
Relative energy (zero: lowest compared OMol25 entry of this formula, charge and spin)   1.513 eV


No. 2
This record from the Open Molecules 2025 dataset describes a structure of composition C4H5NO. The level of theory is wB97M-V/def2-TZVPD.

Structure (ORCA input):
```
! wB97M-V def2-TZVPD RIJCOSX def2/J DEFGRID3
* xyz 0 1
C 1.0279 0.8924 -0.0290
C 0.8917 -0.3144 0.5205
C -1.9295 -0.1243 0.6415
O -2.1830 0.8998 1.0607
C 0.9575 -1.4990 -0.2912
N 0.9594 -2.4281 -0.9833
H 1.2574 1.0064 -1.0846
H -1.1883 0.5140 -1.1825
H 0.8668 1.7955 0.5512
H 0.6274 -0.4510 1.5650
H -1.3604 -0.2258 -1.0100
*
```

Computed properties:
HOMO-LUMO gap   10.74 eV
DFT total energy   -7763.40970 eV
HOMO energy   -10.6874 eV
Relative energy (zero: lowest compared OMol25 entry of this formula, charge and spin)   3.117 eV


No. 3
This record from the Open Molecules 2025 dataset describes an isolated molecule of C4H5NO. The level of theory is wB97M-V/def2-TZVPD.

Structure (ORCA input):
```
! wB97M-V def2-TZVPD RIJCOSX def2/J DEFGRID3
* xyz 0 1
O -1.9359 0.4718 0.7844
C -1.7484 0.1678 -0.3809
C -0.3449 -0.4520 0.0183
C 0.7574 0.5908 0.0115
C 2.0810 -0.0262 0.1118
N 3.1248 -0.5199 0.1713
H -2.5978 -0.3804 -0.9036
H -0.3489 -1.2100 -0.7329
H -0.3482 -0.9940 0.9996
H 0.6326 1.2985 0.8448
H 0.6837 1.1620 -0.9151
*
```

Computed properties:
HOMO-LUMO gap   9.05 eV
DFT total energy   -7763.08840 eV
SMILES string   N#CCCC=O
HOMO energy   -9.4418 eV
Relative energy (zero: lowest compared OMol25 entry of this formula, charge and spin)   3.438 eV


No. 4
This record from the Open Molecules 2025 dataset describes a structure of composition C4H5NO. The level of theory is wB97M-V/def2-TZVPD.

Structure (ORCA input):
```
! wB97M-V def2-TZVPD RIJCOSX def2/J DEFGRID3
* xyz 0 1
N 2.6027 -0.9346 -0.0116
C 1.6684 -0.2654 0.1133
C 0.4710 0.6009 0.2667
C -0.6071 0.2803 -0.7909
C -1.1171 -0.6850 0.9427
O -0.2475 0.3119 1.4382
H 0.8024 1.6452 0.2726
H -1.1555 1.1698 -1.1146
H -0.3170 -0.3499 -1.6302
H -1.6008 -0.1982 -0.1458
H -0.4949 -1.5438 0.6155
*
```

Computed properties:
HOMO-LUMO gap   9.16 eV
DFT total energy   -7761.05236 eV
HOMO energy   -9.0788 eV
Relative energy (zero: lowest compared OMol25 entry of this formula, charge and spin)   5.474 eV


No. 5
This record from the Open Molecules 2025 dataset describes a structure of composition C4H5NO. The level of theory is wB97M-V/def2-TZVPD.

Structure (ORCA input):
```
! wB97M-V def2-TZVPD RIJCOSX def2/J DEFGRID3
* xyz 0 1
O -0.7889 -1.3231 -1.3081
C 0.1321 -0.4119 -0.7864
C -0.3461 0.8921 -0.3710
C 0.6556 -0.5703 0.6103
C 0.1396 0.3688 1.5520
N -0.2001 1.2106 2.2922
H -1.0944 -1.8531 -0.5616
H 0.9699 -0.2874 -1.4782
H 0.1723 1.8293 -0.5298
H -1.3918 0.9760 -0.0649
H 1.6789 -0.9226 0.7883
*
```

Computed properties:
HOMO-LUMO gap (alpha / beta)   7.69 / 7.68 eV
DFT total energy   -7762.12450 eV
HOMO energy (alpha / beta)   -8.6239 / -8.6237 eV
Relative energy (zero: lowest compared OMol25 entry of this formula, charge and spin)   4.402 eV


No. 6
This record from the Open Molecules 2025 dataset describes an isolated molecule of C4H5NO. The level of theory is wB97M-V/def2-TZVPD.

Structure (ORCA input):
```
! wB97M-V def2-TZVPD RIJCOSX def2/J DEFGRID3
* xyz 0 1
O 1.3919 -0.4972 -1.3796
C 1.0624 0.5868 -0.9654
C 0.1668 0.7891 0.2357
C -0.2755 -0.5340 0.8651
C -1.3440 -1.1861 0.1013
N -2.2082 -1.6799 -0.4873
H 1.4263 1.5163 -1.4488
H -0.6949 1.3973 -0.0677
H 0.7200 1.3922 0.9678
H -0.6415 -0.3686 1.8828
H 0.5752 -1.2203 0.9172
*
```

Computed properties:
HOMO-LUMO gap   11.16 eV
DFT total energy   -7765.90283 eV
SMILES string   N#CCCC=O
HOMO energy   -10.4720 eV
Relative energy (zero: lowest compared OMol25 entry of this formula, charge and spin)   0.624 eV


No. 7
This record from the Open Molecules 2025 dataset describes an isolated molecule of C4H5NO. The level of theory is wB97M-V/def2-TZVPD.

Structure (ORCA input):
```
! wB97M-V def2-TZVPD RIJCOSX def2/J DEFGRID3
* xyz 0 1
C -1.5535 0.0095 -0.5296
C -0.1190 -0.0963 -0.0960
O -0.0039 0.4209 1.2130
C 0.9094 -0.5567 -0.7853
C 2.3641 0.6833 1.9397
N 1.2424 0.5350 1.6206
H -2.1578 0.4822 0.2465
H -1.9838 -0.9707 -0.7511
H -1.6189 0.6219 -1.4323
H 0.7480 -0.9293 -1.7905
H 1.9188 -0.5825 -0.3897
*
```

Computed properties:
HOMO-LUMO gap   10.70 eV
DFT total energy   -7762.43802 eV
HOMO energy   -9.8581 eV
Relative energy (zero: lowest compared OMol25 entry of this formula, charge and spin)   4.088 eV


No. 8
This record from the Open Molecules 2025 dataset describes an isolated molecule of C4H5NO2. The level of theory is wB97M-V/def2-TZVPD.

Structure (ORCA input):
```
! wB97M-V def2-TZVPD RIJCOSX def2/J DEFGRID3
* xyz 0 1
C -0.6282 0.9689 1.0082
C -0.1832 -1.2187 -0.8615
C 1.5655 0.1166 0.2678
C 0.8422 1.0884 0.8521
H -0.9763 2.1154 1.0005
H -0.8056 0.3489 1.9502
H -0.1157 -2.1003 -1.5580
H 2.5794 0.1100 0.2365
H 1.5075 1.7139 1.3832
N -1.2829 -0.7679 -0.5351
O -1.4127 0.5402 -0.1993
O 1.0645 -0.8583 -0.6590
*
```

Computed properties:
HOMO-LUMO gap   9.93 eV
DFT total energy   -9809.60985 eV
SMILES string   C1=COC=NOC1
HOMO energy   -9.2941 eV
Relative energy (zero: lowest compared OMol25 entry of this formula, charge and spin)   4.705 eV


No. 9
This record from the Open Molecules 2025 dataset describes an isolated molecule of C4H5NO2. The level of theory is wB97M-V/def2-TZVPD.

Structure (ORCA input):
```
! wB97M-V def2-TZVPD RIJCOSX def2/J DEFGRID3
* xyz 0 1
O -0.8440 -2.1464 -2.1134
C -0.9010 -1.1718 -1.4734
C -0.9315 -0.0743 -0.7454
C -0.7556 -0.0751 0.7710
N 0.2140 0.8694 1.3016
C 1.3831 0.9439 0.8221
O 1.9373 0.2829 -0.2133
H 1.2298 -0.1710 -0.7021
H -1.2195 0.8418 -1.2529
H -0.5013 -1.0895 1.1092
H -1.7206 0.1702 1.2249
H 2.1094 1.6199 1.2716
*
```

Computed properties:
HOMO-LUMO gap   10.03 eV
DFT total energy   -9812.62682 eV
SMILES string   O=C=CC/N=C\O
HOMO energy   -9.5275 eV
Relative energy (zero: lowest compared OMol25 entry of this formula, charge and spin)   1.688 eV


No. 10
This record from the Open Molecules 2025 dataset describes an isolated molecule of C4H5NO2. The level of theory is wB97M-V/def2-TZVPD.

Structure (ORCA input):
```
! wB97M-V def2-TZVPD RIJCOSX def2/J DEFGRID3
* xyz 0 1
O -0.7166 2.1058 -0.7164
C -0.5030 0.9858 -0.3824
C -1.2621 -0.1422 0.2843
C -0.2220 -1.0704 -0.3802
N 0.6505 0.1247 -0.6360
C 1.6786 0.4489 0.2559
O 1.6044 1.4159 0.9767
H -1.1007 -0.0867 1.3690
H -2.3240 -0.2426 0.0680
H -0.5678 -1.4728 -1.3352
H 0.1961 -1.8691 0.2356
H 2.5666 -0.1973 0.2605
*
```

Computed properties:
HOMO-LUMO gap   10.82 eV
DFT total energy   -9812.95640 eV
SMILES string   O=CN1CCC1=O
HOMO energy   -10.1376 eV
Relative energy (zero: lowest compared OMol25 entry of this formula, charge and spin)   1.358 eV


No. 11
This record from the Open Molecules 2025 dataset describes an isolated molecule of C4H5NO2. The level of theory is wB97M-V/def2-TZVPD.

Structure (ORCA input):
```
! wB97M-V def2-TZVPD RIJCOSX def2/J DEFGRID3
* xyz 0 1
C 0.6003 1.5007 1.0673
C 0.2586 0.3640 0.1601
C 0.7623 0.0499 -1.0511
O 0.0922 -1.0659 -1.5183
C -0.7738 -1.3362 -0.5444
O -1.5751 -2.3721 -0.7797
N -0.7429 -0.5583 0.4846
H -0.3136 1.8939 1.5211
H 1.2682 1.1937 1.8792
H 1.0861 2.3081 0.5121
H 1.5213 0.4550 -1.7010
H -2.1837 -2.4327 -0.0298
*
```

Computed properties:
HOMO-LUMO gap   9.54 eV
DFT total energy   -9813.87681 eV
SMILES string   Cc1coc(O)n1
HOMO energy   -8.7607 eV
Relative energy (zero: lowest compared OMol25 entry of this formula, charge and spin)   0.438 eV


No. 12
This record from the Open Molecules 2025 dataset describes an isolated molecule of C4H5NO2. The level of theory is wB97M-V/def2-TZVPD.

Structure (ORCA input):
```
! wB97M-V def2-TZVPD RIJCOSX def2/J DEFGRID3
* xyz 0 1
N -2.1445 -0.4353 -0.3469
C -0.8473 0.0054 -0.2352
C 0.3152 -0.6687 -0.3846
C 1.3286 0.2348 0.0663
O 2.5347 -0.3125 0.3943
C 0.7530 1.4349 0.2944
O -0.6266 1.2812 0.1210
H -2.8719 0.1792 -0.0205
H -2.2622 -1.4054 -0.0947
H 0.5067 -1.5482 -0.9835
H 2.1724 -1.1857 0.6169
H 1.0773 2.4251 0.5672
*
```

Computed properties:
HOMO-LUMO gap   8.62 eV
DFT total energy   -9812.61005 eV
SMILES string   Nc1cc(O)co1
HOMO energy   -7.7750 eV
Relative energy (zero: lowest compared OMol25 entry of this formula, charge and spin)   1.705 eV